{"formula": "C4H6N4", "method": "ωB97M-V/def2-TZVPD", "total_energy_ev": -10202.091, "relative_energy_ev": 3.849, "fmax_ev_per_a": 6.13, "homo_lumo_gap_ev": 10.5, "e_lumo_ev": 0.8, "smiles": "[H]/N=C(\\C)n1nccn1", "symbols": ["C", "C", "C", "C", "H", "H", "H", "H", "H", "H", "N", "N", "N", "N"], "xyz": [[0.192, -0.968, -1.756], [-1.017, -0.512, -0.733], [1.229, 1.132, 1.313], [0.207, 1.071, 2.308], [1.036, -1.547, -1.423], [0.002, -1.470, -2.663], [0.794, -0.073, -2.081], [-2.440, -1.354, -1.376], [2.432, 1.222, 1.527], [0.265, 1.233, 3.439], [-2.250, -0.606, -0.741], [-0.489, 0.485, 0.389], [0.825, 0.784, 0.079], [-0.787, 0.602, 1.718]], "lowdin_charge": [-0.028, -0.251, -0.171, -0.196, 0.054, 0.039, 0.075, 0.053, 0.141, 0.132, 0.152, -0.119, 0.054, 0.066]}

***

{"formula": "C6H4BrN", "method": "ωB97M-V/def2-TZVPD", "total_energy_ev": -77813.258, "relative_energy_ev": 0.851, "fmax_ev_per_a": 4.46, "homo_lumo_gap_ev": 8.3, "e_lumo_ev": -0.9, "symbols": ["C", "C", "C", "C", "C", "C", "N", "Br", "H", "H", "H", "H"], "xyz": [[0.075, -1.679, 0.191], [-1.025, -1.546, -0.331], [1.358, -1.153, 0.423], [1.399, 0.181, 0.471], [0.447, 1.149, 0.113], [-1.695, 0.216, -0.608], [-0.779, 1.078, -0.209], [-3.490, 0.384, 0.238], [2.223, -1.728, 0.549], [2.428, 0.720, 0.467], [0.799, 2.235, 0.405], [-1.739, 0.143, -1.711]], "lowdin_charge": [-0.106, 0.045, -0.090, -0.116, -0.147, -0.664, -0.006, 0.611, 0.090, 0.138, 0.152, 0.093]}

***

What did the first record say?
{"formula": "C4H6N4", "method": "ωB97M-V/def2-TZVPD", "total_energy_ev": -10202.091, "relative_energy_ev": 3.849, "fmax_ev_per_a": 6.13, "homo_lumo_gap_ev": 10.5, "e_lumo_ev": 0.8, "smiles": "[H]/N=C(\\C)n1nccn1", "symbols": ["C", "C", "C", "C", "H", "H", "H", "H", "H", "H", "N", "N", "N", "N"], "xyz": [[0.192, -0.968, -1.756], [-1.017, -0.512, -0.733], [1.229, 1.132, 1.313], [0.207, 1.071, 2.308], [1.036, -1.547, -1.423], [0.002, -1.470, -2.663], [0.794, -0.073, -2.081], [-2.440, -1.354, -1.376], [2.432, 1.222, 1.527], [0.265, 1.233, 3.439], [-2.250, -0.606, -0.741], [-0.489, 0.485, 0.389], [0.825, 0.784, 0.079], [-0.787, 0.602, 1.718]], "lowdin_charge": [-0.028, -0.251, -0.171, -0.196, 0.054, 0.039, 0.075, 0.053, 0.141, 0.132, 0.152, -0.119, 0.054, 0.066]}